Record 1
Below is a molecular structure, C32H56N2O3P2Pt at a distorted geometry, with properties calculated with ωB97M-V with the def2-TZVPD basis set.

Summary:
- energy above the lowest of the compared OMol25 structures with the same formula, charge and spin (eV) = 0.7691
- LUMO (spin up / spin down) (eV) = -6.27 / -9.32
- 2S+1 = 5
- gap between HOMO and LUMO (spin up / spin down) (eV) = 6.51 / 3.43
- net charge = +2
- calculated total energy (eV) = -65020.351

CARTESIAN COORDINATES (ANGSTROEM)
C  -1.32  1.14  3.28
H  -5.18  2.35  0.40
H  -2.16  1.77  2.96
C  1.84  2.35  -0.78
C  -1.98  -2.17  -2.17
C  -2.97  -1.18  2.81
H  2.39  1.41  -0.87
C  3.43  -0.64  2.14
H  -5.71  0.81  -2.88
H  0.85  -1.16  3.03
H  -0.27  3.27  -3.08
C  6.18  -2.25  2.12
H  -3.15  0.60  -3.93
H  -3.11  -1.15  3.90
C  1.57  -1.02  -1.81
H  -3.00  -2.21  2.43
H  -3.27  -2.02  -3.85
H  -2.63  2.84  -3.05
C  2.38  1.43  2.52
C  -1.63  -2.66  -0.89
H  5.07  -0.75  0.09
C  -0.17  -1.44  3.35
H  0.39  -0.68  -4.24
C  -2.41  -3.64  -0.09
C  -3.73  0.01  -0.31
C  4.86  -0.02  2.11
H  6.75  -2.90  2.79
H  6.83  -0.37  2.96
O  5.83  1.84  3.37
Pt  -2.19  0.79  -1.40
H  0.07  -3.30  1.22
H  -5.38  -1.16  -0.94
H  1.22  -1.97  0.90
H  1.67  -0.18  -2.50
C  4.85  1.32  2.85
H  1.32  -3.48  0.01
N  2.31  0.10  2.27
H  -5.25  2.77  -1.89
H  -3.46  -0.81  0.38
H  4.48  0.91  0.20
H  -3.77  -0.61  2.32
H  -0.35  -2.50  3.13
H  6.75  -2.11  1.20
H  7.38  -0.03  0.54
H  -4.96  -0.76  -3.11
C  0.16  -1.44  -1.67
C  -4.16  2.51  0.01
C  -3.28  2.21  -2.44
H  6.83  1.62  0.97
C  -0.11  2.21  -2.84
H  -1.35  -0.38  -4.54
C  -0.63  -1.08  -4.10
O  1.42  2.21  2.47
P  0.06  2.05  -1.00
N  3.63  1.95  2.86
C  -3.13  -2.66  -2.97
H  5.23  -2.74  1.89
C  6.62  0.74  0.35
C  -3.56  0.84  -2.95
O  3.34  -1.88  1.99
C  5.90  -0.94  2.82
H  -0.27  4.41  -0.60
H  2.22  -1.83  -2.20
H  -3.72  3.34  0.59
H  -0.98  1.64  -3.22
H  6.69  1.03  -0.71
H  -0.68  -2.02  -4.67
H  -2.41  -4.63  -0.57
C  -4.23  2.92  -1.51
C  -5.01  -0.13  -1.06
H  0.78  1.80  -3.33
H  1.98  -0.72  -0.84
C  5.22  0.21  0.61
C  -4.87  0.19  -2.57
H  -0.36  1.66  3.06
H  -0.34  -1.21  4.40
P  -1.33  -0.45  2.39
C  -0.73  3.50  -0.21
H  -5.80  0.47  -0.61
H  -3.46  -3.33  0.00
H  5.51  -1.15  3.82
H  -2.73  1.23  1.17
C  -0.88  -1.38  -2.67
H  -1.98  -3.74  0.91
H  -1.40  0.90  4.34
H  3.61  2.91  3.22
H  -4.05  -2.71  -2.38
H  -1.82  3.51  -0.37
C  -0.29  -2.26  -0.62
C  0.61  -2.76  0.44
H  -3.96  3.99  -1.57
C  -3.32  1.29  0.25
H  2.16  3.03  -1.59
H  -0.54  3.41  0.87
H  2.02  2.80  0.21
H  -2.93  -3.68  -3.34

Löwdin atomic charge list, values in e, 8 entries: C -0.202; H 0.133; H 0.051; C -0.221; C -0.161; C -0.207; H 0.018; C -0.425

Record 2
Below is 7 unconnected molecules or ions with the total composition C32H57B2Br2N7O8P at a distorted geometry, with properties calculated with ωB97M-V with the def2-TZVPD basis set.

Summary:
- LUMO (eV) = 2.14
- gap between HOMO and LUMO (eV) = 7.22
- net charge = -1
- calculated total energy (eV) = -211644.656

CARTESIAN COORDINATES (ANGSTROEM)
C  1.55  2.25  0.85
C  5.46  -0.63  -2.23
H  -1.77  -2.48  -2.65
O  1.44  1.00  1.58
Br  -5.93  3.17  2.27
C  5.56  -4.79  -5.14
H  3.22  2.50  6.93
O  -3.85  0.32  -0.08
H  2.51  2.17  0.20
C  1.70  3.42  1.98
H  0.67  2.49  0.16
N  0.94  -4.18  -2.24
H  0.58  1.87  -6.30
O  -3.95  1.06  2.09
H  -1.40  -2.41  -0.92
H  1.68  -1.06  1.23
H  2.63  0.01  0.02
H  2.49  -6.23  -5.64
Br  -5.17  4.90  -0.86
C  -5.29  4.85  6.91
H  -6.82  3.32  5.14
H  -2.97  -4.60  -3.59
C  -6.33  3.76  7.20
H  3.56  -4.05  -5.17
C  -0.15  0.18  -5.16
H  2.72  3.93  1.84
C  -6.51  2.79  6.04
C  -1.48  -3.08  -1.78
H  -7.28  2.05  6.29
H  -2.44  4.12  -1.78
O  -0.78  -0.61  0.46
N  3.29  0.17  -5.92
H  -1.69  1.21  -0.07
C  0.35  -0.21  -0.35
H  -2.38  -2.92  1.56
H  2.99  4.07  7.73
C  3.98  -0.38  -2.19
N  -2.89  3.73  6.43
H  0.96  1.94  -4.57
C  4.18  5.65  5.75
C  -5.15  1.53  1.46
H  5.33  -2.18  -3.74
O  -4.80  -1.71  2.52
H  5.35  -4.12  -2.19
C  3.09  3.58  6.76
H  3.79  -8.32  -5.70
H  4.30  -7.27  -7.03
H  5.88  -0.49  -1.22
H  -5.53  1.39  -0.78
H  5.93  0.09  -2.89
H  -4.90  -1.13  3.32
C  4.28  4.14  5.99
H  -1.74  -5.67  -2.90
N  -7.89  0.73  3.48
C  1.65  -0.08  0.61
H  5.31  -7.44  -5.58
P  -3.71  3.21  -0.26
H  5.20  3.93  6.55
C  -4.63  1.56  -0.08
C  5.73  -2.06  -2.72
H  -1.11  0.64  -4.93
C  2.95  5.95  4.94
H  4.13  -4.68  -6.72
C  -1.61  0.52  0.86
H  -5.21  5.53  7.76
H  -5.59  2.24  5.82
H  -0.64  -0.25  -7.23
H  -1.08  -1.53  -6.10
H  -6.03  3.20  8.10
C  -2.50  -4.18  -1.51
H  -3.47  -3.71  -1.29
C  -0.32  -0.78  -6.33
N  2.81  -0.19  -2.16
B  -3.17  0.09  1.24
H  4.37  3.62  5.03
C  5.11  -3.12  -1.82
O  -2.61  3.16  -1.61
H  -3.43  -5.89  -2.46
H  5.06  6.00  5.21
H  4.02  -3.04  -1.79
N  1.98  6.19  4.30
O  -6.31  0.63  1.36
H  2.16  3.70  6.20
H  -5.59  5.44  6.04
H  0.82  4.15  1.85
H  0.60  -1.32  -6.56
H  -2.21  -4.75  -0.62
H  6.81  -2.22  -2.78
C  -7.16  0.80  2.51
C  -0.13  -3.69  -2.04
C  -3.95  4.23  6.64
H  -1.17  1.16  1.70
B  -3.45  -1.35  2.03
H  0.15  -0.40  -4.27
H  0.17  0.69  -1.02
C  2.23  0.66  -5.71
H  1.64  2.94  3.02
N  6.70  -4.74  -4.75
C  3.53  -6.21  -5.30
C  0.88  1.28  -5.44
C  4.14  -4.85  -5.64
C  4.28  -7.37  -5.94
H  5.49  -3.03  -0.80
H  4.13  6.18  6.70
H  -7.29  4.23  7.43
C  -2.67  -5.14  -2.68
H  0.58  -1.10  -1.06
H  3.52  -6.35  -4.21
O  -2.41  -2.34  2.36

Löwdin atomic charge list, values in e, 8 entries: C -0.261; C -0.173; H 0.120; O -0.205; Br 0.782; C -0.198; H 0.074; O -0.060